Below is 6 unconnected molecules or ions with the total composition C40H92ClN5O, with properties calculated with ωB97M-V/def2-TZVPD.

Properties
energy relative to the best compared isomer or geometry (same formula, charge and spin) = 0.913 eV
LUMO = -6.890 eV
HOMO-LUMO gap = 5.9 eV
charge = +4

Geometry (Å):
H 6.2885 2.0947 1.7792
H -0.9164 1.6150 7.9565
H 5.3097 -7.3319 -0.4089
C 3.0183 2.9870 6.9055
H 6.4455 -0.3334 0.6366
O 3.6021 -6.9773 0.7481
H 1.4875 -1.2044 6.1279
H -5.8038 5.7609 -0.8497
H -4.8164 8.7792 -1.8815
H -5.3784 -0.4399 -7.2557
C -5.1376 6.1998 3.5083
C 1.5684 2.3780 6.6750
C -4.3599 6.6440 2.1854
H 7.6624 0.1371 -0.5785
H -2.5903 1.8262 -5.0329
H -6.4111 4.0603 1.1377
H 1.9780 -5.2034 -0.8140
H 5.8028 4.1856 1.5486
H -5.0378 1.1068 -5.0753
C -6.1700 4.9906 1.6521
H -0.7598 -6.3875 1.5102
H 6.1940 1.2022 -2.4504
H -1.8268 -7.1412 0.4770
H -0.1485 -8.8065 -0.1545
H 1.0780 -8.2125 1.0202
C -3.2555 -0.6576 -8.3880
C -0.7407 -2.1070 7.9941
H 0.8745 -9.5077 -1.9431
H -2.2972 -1.2947 -11.0643
C 4.2032 1.9307 -2.1760
H 2.3402 0.4444 7.3735
H -6.7407 4.6490 3.7254
H 0.9091 3.1261 7.1153
H 4.1139 2.1858 0.5880
H 5.5324 -5.9124 0.6680
C -4.3464 0.9659 -5.9061
C 2.7063 -5.9835 1.1226
H -7.0449 5.5797 1.3772
C -5.2638 6.4171 -0.1671
H 3.9105 2.9724 -2.0450
N 5.8112 1.3850 -0.3014
H 3.8488 1.5835 -3.1466
H 4.1389 0.5300 0.8986
C 4.3509 1.2406 0.0997
C 0.4509 -0.8715 6.1808
H -5.8950 7.2715 0.0771
Cl -2.3611 -1.1578 0.8375
H -1.6281 0.3679 -6.8694
C 1.5992 -5.7520 0.0483
H -1.2159 -2.2034 5.8130
H -0.4238 -3.0287 8.4821
C -1.0081 0.9315 7.1125
H 2.2389 -6.3518 2.0359
C -1.6166 -0.7715 -10.3926
H 0.2892 -0.4852 5.1745
H -5.8787 6.9791 3.6859
H -0.7508 -5.6523 -1.0392
H 1.3209 1.3141 8.6066
H 3.0000 3.4045 7.9122
H 3.8098 -0.0643 -1.4307
H -3.5131 0.3996 -8.4508
C 1.4593 1.0600 7.5558
H -4.4147 7.7038 1.9368
H -0.9429 1.3371 6.1029
C -0.1838 -6.3965 -1.5986
N -4.9322 5.6028 1.0934
C 4.8130 -6.5126 0.1109
H -1.8277 -2.0958 8.0741
C 1.9887 -7.8343 -1.5360
H 5.9315 -0.5829 -0.9644
H 0.7263 -5.2337 0.4454
C -4.0028 6.9376 -0.8977
H 2.7924 -7.2542 -1.9895
C 3.6197 0.9723 -1.1526
H -1.5282 -0.8916 -5.6291
C 6.5957 0.0478 -0.3734
H -0.9969 -0.4390 -8.5446
H 4.3932 -5.7770 -0.5753
H -3.3551 -2.4600 -5.4375
H -3.7972 3.8149 1.7239
C -1.8114 -1.0465 -8.9390
H 3.1822 3.8790 6.3008
H 2.5244 -8.4555 -0.8182
H -1.2624 -7.9405 1.9643
H 0.2994 -5.8073 -2.3780
H 2.5372 1.0414 -1.0455
H -0.5904 -0.9487 -10.7143
H -3.1640 0.3908 -4.3166
N -3.2719 -0.9172 -6.8561
H -1.8311 0.2847 -10.5550
H -2.2500 -2.8714 -6.6909
H -5.1095 -1.0426 -5.6608
H -1.9047 0.3403 7.2987
C 5.7024 1.9188 -1.7924
C -0.3495 -2.1564 6.4728
H -4.6298 6.1629 4.4721
C -5.8462 4.8985 3.1548
H 7.2172 5.6966 0.8949
C 7.4536 4.6714 0.6101
H -1.6155 -2.0946 -8.7122
H -2.9990 4.9341 0.5684
H -3.6029 7.5677 -0.1032
H -0.7805 -7.1704 -2.0813
C -2.1852 -0.1556 -6.0924
C 0.3125 -7.9285 0.2980
H -5.2408 7.1809 -2.6049
N 0.9434 -6.9851 -0.6896
H 7.8430 4.9604 -0.3661
C -2.9901 0.8457 -5.2917
H -0.5436 -0.3041 9.2669
H 0.7860 -8.2889 -3.3219
H -4.0363 -1.1655 -8.9540
H 0.1201 -3.0918 6.1684
H 1.5438 2.1247 5.6151
C -3.2457 -2.4614 -6.5219
H -4.3612 3.8143 0.1019
H 3.8072 2.2382 6.9772
H 5.4512 4.0650 -0.0972
C -0.9534 -7.3729 1.0865
H 3.0749 -4.9828 1.3485
H 6.3375 2.8013 -1.8703
H -4.0473 -2.8806 -7.1300
C -3.9397 4.4696 0.8642
N 0.2388 0.0452 7.3230
H 7.6558 2.1509 0.6455
C -4.6799 -0.3896 -6.4204
H -3.6223 7.9015 -2.7916
H -3.3163 6.3411 2.2715
H 0.9803 -1.0725 8.9319
H -5.2269 4.0163 3.3170
H 2.1213 -9.3574 -3.1693
C 6.2468 3.8428 0.6140
C 1.4007 -8.7937 -2.5767
H -3.1616 6.2719 -1.0909
C -4.4677 7.7733 -2.1156
C -0.0167 -0.9039 8.5248
C 6.5807 2.2977 0.7489
H 8.0905 4.2057 1.3621
H -4.2827 1.6476 -6.7542

Atomic partial charges in e from the Löwdin method, atoms 1 to 6:
1 H 0.130
2 H 0.107
3 H 0.105
4 C -0.086
5 H 0.100
6 O -0.197

---

Below is 6 unconnected molecules or ions with the total composition C33H63N6O17S, with properties calculated with ωB97M-V/def2-TZVPD.

Properties
LUMO = -2.583 eV
HOMO-LUMO gap = 8.3 eV
charge = +1

Geometry (Å):
H 0.9641 2.2096 -1.2164
H 1.5735 1.6423 5.8312
O -1.4388 -4.2969 -7.6139
H -0.0189 3.6823 -1.2813
O -1.8299 -5.0331 -9.7131
H -3.5624 5.9890 -0.9177
H -2.4680 -3.4899 -3.5620
H 1.1640 -1.8438 0.0938
O 1.1041 4.6888 7.8856
H -3.8008 -2.5639 -1.5300
H 0.8530 -5.5124 -7.0124
C 0.6989 4.3981 10.4892
C -4.7161 -1.8980 -4.7618
H -3.6525 -5.2552 -8.7356
N -1.9335 -3.1163 -0.0061
H 2.0854 -5.2735 -8.2609
O 0.8847 3.2693 9.6297
H 0.9066 5.7073 3.3683
O -2.8465 6.4418 -2.7669
H 0.0171 -0.0863 2.7006
C 0.6773 -0.9357 2.8841
O 4.8517 -0.2791 6.9390
H -1.0870 -3.1790 -4.5923
O 6.7165 0.5984 7.8664
H -1.8368 5.6581 -1.1300
O 0.1783 -5.1473 -8.9446
H -0.1521 0.2178 0.6232
O -5.6902 -1.6964 -5.7858
C 5.4557 0.1700 7.8804
H -5.0280 -0.3901 -0.6636
C 1.1216 -4.9328 -7.8945
C 0.1626 -1.9521 0.5181
H -0.3451 -5.3152 -3.9929
O 0.2180 3.9264 2.5385
H -0.1660 6.7484 -5.4988
H -0.1322 4.7042 4.3859
N -0.0684 -2.9683 -1.6372
C 4.4372 -0.2115 -2.6678
C 1.4595 2.6296 6.2721
H 0.5539 4.0098 11.4931
N 3.5405 -1.8116 -1.5853
H -0.8531 5.6393 3.0701
C -1.4958 -2.9888 -3.5924
C -2.5106 -1.8850 -0.1631
H 7.4103 -0.5490 6.2773
N -2.0078 -0.8952 0.6043
C 0.8345 3.2067 -0.7997
O -2.0892 6.9269 -4.7267
H -3.0624 4.5828 -1.8709
H 3.3508 0.0796 10.3111
H -1.3934 5.6790 -6.2389
H -3.8605 -1.2677 -5.0182
H -5.4191 -2.3754 -2.7204
C -3.2069 -4.6867 -9.5499
H 6.8476 1.0941 5.8513
O 0.6022 3.0455 0.6064
H 1.7402 3.7811 -0.9826
O 1.2362 2.4441 7.6668
C 2.1733 -0.5578 2.8658
H 3.2202 0.8163 1.5975
O 4.9786 0.3265 9.1128
S 4.0415 -1.3116 0.9745
C 0.3425 -2.1858 2.0328
H 1.5797 5.0372 10.4792
H -0.5886 -2.5935 2.4390
C -0.5520 -3.6547 -2.6056
N -3.4897 -1.7438 -1.0322
C -4.6071 -0.2947 -2.7658
H 1.9722 -0.0079 0.7137
H -0.5556 -0.5523 -0.9139
C -1.0667 -4.7789 -8.6559
H -5.3121 0.5367 -2.7446
H -5.2276 -1.3055 -6.5320
O 4.6706 0.0485 -1.3589
H 8.3724 0.8693 6.7236
C -0.4613 -3.1577 -0.2574
H -6.3359 -1.1982 -3.6236
H 2.7386 -1.4273 3.2148
N 3.7824 -1.2744 -2.8480
C 0.4255 4.2042 1.2537
H -3.7517 0.0597 -3.3420
H -1.5397 -1.9177 -3.4202
C 1.0771 3.5805 8.3513
H 2.3547 0.2496 3.5734
H -0.4494 -4.6269 1.3349
H -0.0889 -5.3374 -0.2175
H -2.5851 -0.0666 0.6405
H 1.1275 -4.3664 0.6364
C -0.2283 -5.0862 -2.9352
C -1.9706 6.0848 -3.7067
H 0.4902 -1.2362 3.9195
H 0.7385 -5.4054 -2.5563
H -2.4571 -3.8363 -0.4920
C 3.6244 -0.0992 9.2752
C -0.5974 -0.6650 0.1746
C 4.0919 -1.0132 -0.7581
H -0.9727 -5.7173 -2.4233
H -3.7091 -4.9441 -10.4776
C -5.3208 -1.5224 -3.3956
H -3.4983 0.3816 -1.0759
H 1.1899 -3.8742 -7.6486
C 2.7251 -0.1488 1.4848
C -2.8145 5.6120 -1.6099
O 0.4525 5.2927 0.7512
H 0.6093 3.1251 5.8070
C -1.2032 6.6647 -5.8179
C 0.0235 5.0716 3.3762
H 1.1346 -2.8956 2.2643
H -1.4030 7.4178 -6.5744
C -4.1431 -0.4631 -1.3035
C 0.0712 -4.4475 0.3926
C 7.3622 0.4905 6.5973
H 3.5274 -1.1633 9.0659
H -0.1839 4.9629 10.1956
H -4.3392 -2.9262 -4.7636
H 2.9603 0.4776 8.6332
H 4.7696 0.4265 -3.4674
O -1.2058 5.1550 -3.6378
H -3.3160 -3.6182 -9.3721
H 2.3731 3.1966 6.0997

Atomic partial charges in e from the Löwdin method, atoms 1 to 6:
1 H 0.084
2 H 0.087
3 O 0.099
4 H 0.086
5 O 0.014
6 H 0.096

---

Below is a molecular structure, C9H54NO19Pd, with properties calculated with ωB97M-V/def2-TZVPD.

Properties
spin multiplicity = 3
energy relative to the best compared isomer or geometry (same formula, charge and spin) = 3.981 eV
LUMO (spin up / spin down) = -5.679 / -6.963 eV
HOMO-LUMO gap (spin up / spin down) = 6.0 / 5.5 eV
charge = +1

Geometry (Å):
O -1.8186 -5.0970 4.5919
H -0.0238 -6.2078 2.6477
C 0.1384 2.6730 0.3508
O 8.8973 1.6973 -1.2137
H -6.3183 4.5701 0.5643
H -2.2295 -5.7027 -2.8340
H -0.4319 -1.5100 1.0648
H 0.4045 3.7190 0.1984
C -1.6662 0.8461 0.4076
H -1.8021 -1.9267 0.0499
H 3.1714 1.7160 -1.0710
H 2.8982 3.1124 -0.2793
O -7.2672 0.3433 2.2823
H -0.0877 2.1724 -2.6672
C -0.8178 -1.4585 0.0467
C 0.7496 2.5286 -2.0670
O -2.8719 -5.3122 -3.4265
H -0.1715 -2.1734 -0.4626
H 3.9139 -5.8970 -2.2675
H -0.9672 -0.3335 -2.7086
C -1.3718 2.3531 0.3044
H -4.8624 -6.6947 -1.1720
H -3.8911 -6.4074 -0.0469
C 2.4934 2.1008 -0.3093
H 2.7264 1.5881 0.6239
H -2.5869 -4.7411 4.1454
N 0.6417 0.4498 -0.6904
O 0.2157 -0.5083 4.9869
H -0.1029 -8.1772 -1.5678
O -6.3261 3.6460 0.3151
H 9.3804 0.8810 -1.0848
O 4.4268 4.9756 -6.8469
C 0.9861 1.8721 -0.6881
Pd 3.8201 -2.4235 -4.4723
H -0.3345 -1.2851 4.8860
O 4.3044 0.5845 -5.6285
H -5.4112 3.4418 0.1216
H -1.6806 3.7696 4.5843
H 0.4374 2.4448 1.3738
H -1.8144 1.0548 -2.1770
H 2.4942 -5.7675 -2.7769
H -2.5955 -4.3999 -3.5127
O -0.0166 -7.2240 -1.5798
H 0.8419 -7.4453 2.5422
H 3.2801 3.9713 4.8710
O -1.6026 3.1144 5.2777
O -4.5506 -7.0385 -0.3349
H -3.5760 7.2977 1.6905
H 0.6469 3.6096 -1.9727
H 2.7132 -1.5368 1.5049
C -0.7554 -0.0340 -0.5924
O 2.5587 4.3868 5.3434
H -5.9264 -3.2845 2.6970
H 2.2708 5.0948 4.7671
H 4.1377 1.3095 -5.0261
H 4.4381 1.0044 -6.4782
H 7.1222 5.1865 -3.1681
H -5.1766 -2.1819 3.4139
H -2.4071 -0.6475 -1.8148
H -1.7352 2.7594 -0.6396
O -5.1472 -3.1205 3.2282
H 6.8890 3.7083 -2.9394
H -4.9841 7.2819 1.1347
H 1.6053 2.3180 -2.7086
H 4.7994 4.9407 -5.9659
H -2.7230 0.6550 0.2208
H -0.4020 0.2026 5.1582
O 6.7144 4.4148 -3.5611
H -7.2777 1.0400 1.6260
O 0.5360 -6.6904 2.0394
H 8.3565 1.7826 -0.4285
H 2.5844 -1.4212 3.0088
H 4.6498 5.8497 -7.1673
O 3.0020 -1.9418 2.3227
H -0.0829 -6.9654 -0.6606
H -2.1681 -5.4997 5.3868
H -1.1192 3.5585 5.9743
H -1.7942 2.9882 1.0831
O 3.3623 -5.3702 -2.8458
O 1.4934 -0.4154 -1.5896
C -1.5621 0.0385 -1.8745
H -1.4634 0.5243 1.4291
O -4.0670 7.3561 0.8709
H -8.1133 -0.0931 2.1826

Atomic partial charges in e from the Löwdin method, atoms 1 to 6:
1 O -0.048
2 H 0.017
3 C -0.137
4 O -0.054
5 H 0.026
6 H 0.012

---

Below is a molecular structure, C28H31FeN7O4SSbSe, with properties calculated with ωB97M-V/def2-TZVPD.

Properties
spin multiplicity = 6
energy relative to the best compared isomer or geometry (same formula, charge and spin) = 1.426 eV
LUMO (spin up / spin down) = 0.071 / -0.022 eV
HOMO-LUMO gap (spin up / spin down) = 6.7 / 7.8 eV

Geometry (Å):
H -13.0511 7.1942 7.4785
H -16.5713 2.7989 8.4484
H -8.5037 1.9833 12.2146
H -10.2135 11.3729 15.1775
H -11.2966 6.9519 7.1454
C -14.5567 2.2527 9.2651
C -9.2836 4.2964 10.9001
C -10.7283 4.2902 14.3992
O -8.0510 7.8560 10.4155
H -16.0099 7.6050 11.5031
S -13.2772 4.0539 11.4660
C -15.7127 7.4061 14.0221
H -14.0603 3.8096 7.9569
C -10.0162 9.4083 14.4508
H -13.7015 7.3208 16.8045
C -13.4210 4.3685 9.8299
H -10.3012 2.8521 15.9563
C -15.3311 7.5491 15.3289
H -16.4882 3.0118 10.2085
C -12.4835 8.6522 9.9763
H -8.7408 5.2611 10.9870
C -9.6890 3.8082 12.3471
H -8.5897 3.5588 10.3984
O -9.8509 9.8078 10.9566
C -12.9334 9.4748 12.0807
H -13.8069 11.7959 9.8777
O -10.4030 7.7350 9.3070
Sb -11.4956 5.8454 15.8427
H -10.5557 11.2086 13.4184
C -8.6947 9.3045 13.8757
N -13.5487 6.5105 13.5103
C -10.7266 10.7742 14.4309
H -8.4728 5.9474 14.3138
C -9.1107 2.6022 12.8673
H -10.2019 4.3730 10.3377
C -13.3101 10.9037 10.3061
H -14.3515 1.4646 8.5518
N -12.5584 8.4232 11.2827
N -10.4567 4.6461 13.0862
N -13.9940 3.5161 8.9663
Se -9.5847 8.2040 10.7761
H -7.2099 7.7330 13.3652
C -10.0847 7.2100 14.9959
C -8.8623 6.9808 14.4151
H -16.6509 1.4336 9.5713
N -12.9398 5.4807 9.1946
H -11.7565 10.8318 14.6560
C -13.2890 6.6217 14.8067
Fe -11.9645 6.1559 11.9895
H -8.1592 10.1588 13.4319
O -10.2252 7.2567 11.9125
C -15.2446 6.7933 11.7259
H -11.9263 8.5516 7.3603
H -16.7099 7.6874 13.6877
H -14.2334 1.8526 10.2515
N -10.6581 8.3804 14.9715
C -8.1290 8.0131 13.8887
H -8.9226 1.3663 14.6259
C -13.3383 10.6677 11.6378
C -16.1282 2.4061 9.3674
N -12.3059 6.3532 9.8846
H -12.7597 9.9914 8.4015
C -12.7828 9.9321 9.4631
C -12.0542 7.5514 7.6857
C -10.2401 3.0897 14.9225
C -9.4424 2.2046 14.1599
H -16.0414 8.1150 15.9154
C -14.7785 6.9350 13.1069
C -11.8322 7.5721 9.1901
H -13.0481 9.1708 13.1400
C -14.1130 7.1488 15.7536
H -13.7498 11.4128 12.3418
H -14.5016 6.9301 10.9792
H -15.5991 5.7845 11.5803

Atomic partial charges in e from the Löwdin method, atoms 1 to 6:
1 H 0.078
2 H 0.059
3 H 0.105
4 H 0.073
5 H 0.109
6 C -0.275

---

Quick rundown of maximum force, same order as above: 3.2 3.4 6.2 4.1 eV/A